{"formula": "C7H11NO3", "method": "ωB97M-V/def2-TZVPD", "symbols": ["C", "C", "C", "C", "O", "C", "C", "O", "N", "C", "O", "H", "H", "H", "H", "H", "H", "H", "H", "H", "H", "H"], "positions_angstrom": [[1.00692, -2.08383, -1.96321], [0.74559, -1.71587, -0.57331], [0.30249, -0.25771, -0.25806], [1.07055, 0.83827, -1.08244], [0.33378, 0.94024, -2.23910], [-1.25319, -0.03487, -0.25082], [-1.58514, 0.73654, 1.01051], [-2.67699, 1.11539, 1.30424], [-0.44765, 0.80326, 1.76043], [0.61665, 0.06283, 1.29750], [1.52434, -0.26152, 2.03593], [0.15864, -1.77108, -2.55912], [1.13456, -3.21063, -2.19834], [1.89473, -1.53822, -2.29913], [1.75385, -1.77113, 0.00620], [-0.03110, -2.35669, -0.15546], [2.14470, 0.69593, -1.37838], [0.98456, 1.79335, -0.51333], [0.08472, 1.85229, -2.35579], [-1.76390, -0.99435, -0.28341], [-1.55180, 0.59208, -1.03786], [-0.54760, 1.46055, 2.56200]], "nbo_charge": [-0.61, -0.40, -0.11, -0.07, -0.72, -0.52, 0.69, -0.57, -0.67, 0.70, -0.56, 0.21, 0.22, 0.21, 0.22, 0.20, 0.20, 0.17, 0.48, 0.24, 0.25, 0.43], "smiles": "CC[C@@]1(CO)CC(=O)NC1=O", "gap_ev": 10.38, "homo_energy_ev": -9.96, "relative_energy_kj_mol": 81.5}

=====

{"formula": "C7H11NO4S", "method": "ωB97M-V/def2-TZVPD", "symbols": ["C", "C", "C", "C", "C", "C", "C", "N", "O", "O", "O", "O", "S", "H", "H", "H", "H", "H", "H", "H", "H", "H", "H", "H"], "positions_angstrom": [[-0.26308, -2.81882, -0.20111], [2.31227, -0.18320, -0.67699], [-0.81646, -1.76382, -0.73547], [1.55267, 0.88468, -0.33486], [0.05066, 0.84479, -0.62125], [2.15933, 2.20935, 0.02440], [-0.69313, 0.02459, 0.30846], [-0.09405, -0.43550, 1.52559], [-3.03708, -1.00798, 0.93493], [-0.45755, 1.59845, -1.41746], [-3.09745, 0.72805, -0.93184], [-2.56664, 1.28332, 1.54895], [-2.44632, 0.28318, 0.54011], [-0.28812, -3.75426, -0.69884], [0.26218, -2.81868, 0.74581], [3.42018, -0.06891, -0.43330], [2.00193, -1.19416, -0.95695], [-1.44624, -1.65527, -1.64043], [2.18789, 2.94706, -0.84352], [1.46830, 2.66660, 0.75603], [3.15521, 2.07421, 0.43318], [-0.17999, 0.12968, 2.37257], [-2.40414, 1.18636, -1.41512], [-0.78034, -1.15972, 1.71711]], "nbo_charge": [-0.46, -0.35, -0.07, -0.09, 0.52, -0.64, -0.21, -0.83, -0.92, -0.56, -0.86, -0.92, 2.30, 0.23, 0.23, 0.19, 0.22, 0.22, 0.24, 0.22, 0.23, 0.40, 0.52, 0.38], "gap_ev": 9.51, "homo_energy_ev": -9.92, "relative_energy_kj_mol": 430.5}

=====

{"formula": "C7H11NOS", "method": "ωB97M-V/def2-TZVPD", "symbols": ["C", "C", "C", "C", "C", "C", "C", "O", "S", "N", "H", "H", "H", "H", "H", "H", "H", "H", "H", "H", "H"], "positions_angstrom": [[-4.21460, 0.78632, -0.18563], [-3.00737, 0.21879, -0.21358], [-1.77949, 0.60667, 0.46221], [-0.72306, -0.12731, 0.20195], [0.42228, -0.71699, 0.04400], [0.68550, -2.03286, 0.67671], [1.47553, -0.34701, -0.98307], [2.75878, -0.60316, -0.54122], [3.22720, 0.24231, 0.78761], [3.32900, 1.82491, 0.17762], [-5.04818, 0.60734, -0.85406], [-4.41917, 1.71747, 0.22063], [-2.95129, -0.59320, -0.85694], [-1.78462, 1.33971, 1.23172], [0.61874, -2.07795, 1.71480], [-0.07648, -2.71527, 0.16854], [1.61858, -2.43356, 0.35694], [1.47267, 0.66126, -1.36269], [1.48434, -1.13520, -1.83496], [2.67829, 2.48886, 0.79994], [4.23334, 2.28886, -0.01052]], "nbo_charge": [-0.40, -0.18, -0.31, 0.13, -0.11, -0.63, -0.09, -0.67, 0.66, -1.04, 0.20, 0.18, 0.20, 0.23, 0.23, 0.22, 0.23, 0.21, 0.20, 0.39, 0.39], "smiles": "C=CC=C=C(C)COSN", "gap_ev": 9.14, "homo_energy_ev": -8.55, "relative_energy_kj_mol": 344.0}

=====

{"formula": "C7H11NPTc", "method": "ωB97M-V/def2-TZVPD", "symbols": ["C", "C", "C", "C", "C", "Tc", "P", "H", "H", "H", "H", "H", "H", "H", "H", "C", "C", "N", "H", "H", "H"], "positions_angstrom": [[1.17039, 0.03020, -1.34078], [0.06447, 0.09046, -2.39739], [-0.67201, -1.21515, -2.40577], [-0.16559, -1.97125, -1.30359], [0.73365, -1.16570, -0.43165], [-0.73086, 0.36367, -0.30663], [-0.19673, 2.43597, 0.04716], [2.08583, 0.65512, -1.41668], [-0.25582, 0.78463, -3.12479], [-1.28943, -1.53687, -3.24250], [1.14539, -1.68208, 0.49453], [-0.55206, -2.98949, -1.14051], [-1.06282, 3.02554, 0.99145], [-0.06612, 3.37999, -1.03757], [0.95662, 2.48294, 0.87546], [-0.08174, -0.60303, 4.10973], [-0.47300, -0.38322, 2.72807], [-0.49647, 0.12615, 1.64024], [0.88276, -1.13011, 4.15455], [-0.94105, -1.17227, 4.57417], [-0.05550, 0.47512, 4.50059]], "nbo_charge": [-0.32, -0.34, -0.25, -0.18, -0.40, 0.57, 0.32, 0.28, 0.26, 0.26, 0.27, 0.25, 0.04, 0.06, 0.01, -0.74, 0.50, -0.47, 0.29, 0.29, 0.29], "spin_multiplicity": 4, "gap_ev": [7.20, 6.92], "homo_energy_ev": [-10.36, -11.82], "charge": 1, "relative_energy_kj_mol": 143.5}

=====

{"formula": "C7H11O", "method": "ωB97M-V/def2-TZVPD", "symbols": ["C", "C", "C", "C", "C", "C", "C", "O", "H", "H", "H", "H", "H", "H", "H", "H", "H", "H", "H"], "positions_angstrom": [[-0.77300, -1.03453, -0.64953], [-0.50471, -0.44572, 0.59404], [-0.55397, 1.09452, 0.73487], [1.40280, 0.66892, -0.92015], [0.34361, 0.58455, -2.00418], [0.73651, 0.48823, 0.40757], [-0.73110, -1.25429, 1.84807], [-0.40005, -0.60271, -1.77828], [-1.23745, -2.01868, -0.70355], [-1.11434, 1.66131, 0.00924], [-0.73851, 1.40913, 1.75150], [2.15644, -0.10691, -1.06793], [1.89906, 1.64038, -0.94939], [-0.32412, 1.45053, -2.00122], [0.76419, 0.47740, -3.00752], [1.44134, 0.36495, 1.22387], [-1.62137, -0.91017, 2.37128], [0.11351, -1.15942, 2.52702], [-0.85885, -2.30750, 1.61430]], "nbo_charge": [0.49, -0.19, -0.34, -0.45, -0.08, -0.14, -0.60, -0.36, 0.23, 0.24, 0.26, 0.24, 0.27, 0.22, 0.24, 0.26, 0.24, 0.24, 0.24], "gap_ev": 10.40, "homo_energy_ev": -15.27, "charge": 1, "relative_energy_kj_mol": 0.0}

=====

{"formula": "C7H12", "method": "ωB97M-V/def2-TZVPD", "symbols": ["C", "C", "C", "C", "C", "C", "C", "H", "H", "H", "H", "H", "H", "H", "H", "H", "H", "H", "H"], "positions_angstrom": [[1.24552, -0.78452, 2.41653], [0.90335, -0.25133, 1.23386], [1.40434, 1.18447, 0.82673], [0.53149, -1.15508, 0.12077], [-0.25047, -0.44342, -1.00266], [-1.42137, 0.12135, -0.83870], [-2.22305, 0.53401, -2.09471], [2.19244, -0.36852, 3.02958], [0.66666, -1.48736, 3.03566], [1.46204, 1.84124, 1.62932], [0.64633, 1.62650, 0.16923], [2.43658, 1.05506, 0.32768], [1.46697, -1.43548, -0.41209], [-0.01446, -2.02164, 0.48042], [0.10137, -0.58264, -2.04049], [-1.74587, 0.43820, 0.29644], [-2.11010, 1.56068, -2.43050], [-2.04183, -0.07970, -3.01077], [-3.24994, 0.24818, -1.73630]], "nbo_charge": [-0.41, 0.03, -0.65, -0.48, -0.19, -0.19, -0.65, 0.19, 0.21, 0.22, 0.23, 0.21, 0.22, 0.23, 0.19, 0.21, 0.22, 0.21, 0.22], "smiles": "C=C(C)C/C=C/C", "gap_ev": 9.53, "homo_energy_ev": -8.52, "relative_energy_kj_mol": 288.1}

=====

{"formula": "C7H12", "method": "ωB97M-V/def2-TZVPD", "symbols": ["C", "C", "C", "C", "C", "C", "C", "H", "H", "H", "H", "H", "H", "H", "H", "H", "H", "H", "H"], "positions_angstrom": [[-2.52929, 0.30304, 0.10610], [-1.22997, -0.47265, -0.02662], [-0.22012, 0.02099, -1.09963], [0.87278, -0.00865, -0.03060], [2.20205, -0.68216, -0.15917], [2.12106, 0.80605, 0.06486], [-0.15800, -0.24368, 1.07207], [-3.17473, 0.15532, -0.76767], [-2.32743, 1.37808, 0.19593], [-3.08982, -0.00650, 0.99620], [-1.43900, -1.54150, -0.14903], [-0.07035, -0.63656, -1.96311], [-0.45045, 1.03077, -1.46153], [2.49821, -1.02728, -1.14746], [2.54788, -1.30984, 0.65899], [2.37883, 1.46828, -0.75820], [2.39148, 1.18466, 1.04826], [-0.35603, 0.65911, 1.66408], [0.03291, -1.07749, 1.75651]], "nbo_charge": [-0.60, -0.20, -0.39, -0.06, -0.41, -0.41, -0.39, 0.21, 0.20, 0.21, 0.20, 0.21, 0.20, 0.21, 0.21, 0.21, 0.21, 0.20, 0.21], "smiles": "CC1CC2(CC2)C1", "gap_ev": 10.93, "homo_energy_ev": -9.77, "relative_energy_kj_mol": 119.7}

=====

{"formula": "C7H12", "method": "ωB97M-V/def2-TZVPD", "symbols": ["C", "C", "C", "C", "C", "C", "C", "H", "H", "H", "H", "H", "H", "H", "H", "H", "H", "H", "H"], "positions_angstrom": [[0.64597, 2.00777, 0.44801], [-0.69132, 1.33998, 0.24263], [-0.84360, 0.14291, -0.61972], [0.29726, -0.58823, -1.31375], [0.68907, -1.85073, -0.55342], [0.08397, -0.68705, 1.62637], [-0.98878, -0.00875, 0.92155], [0.92092, 2.59889, -0.43370], [0.60342, 2.68081, 1.31041], [1.43112, 1.27362, 0.64612], [-1.54193, 2.02012, 0.24296], [-1.80584, 0.06357, -1.12415], [-0.01893, -0.84418, -2.33238], [1.17042, 0.06716, -1.40954], [-0.13418, -2.57104, -0.49652], [1.58919, -2.34085, -0.93307], [0.96434, -1.50656, 0.47999], [-0.34980, -1.60235, 2.07850], [-2.02130, -0.19509, 1.21971]], "nbo_charge": [-0.63, -0.19, -0.15, -0.42, -0.56, -0.18, -0.40, 0.21, 0.22, 0.24, 0.22, 0.23, 0.22, 0.21, 0.21, 0.22, 0.23, 0.13, 0.21], "gap_ev": 8.39, "homo_energy_ev": -7.99, "relative_energy_kj_mol": 416.6}

=====

{"formula": "C7H12", "method": "ωB97M-V/def2-TZVPD", "symbols": ["C", "C", "C", "C", "C", "C", "C", "H", "H", "H", "H", "H", "H", "H", "H", "H", "H", "H", "H"], "positions_angstrom": [[-2.32369, 2.60023, -0.05173], [-1.28579, 1.77833, -0.33666], [-0.78955, 0.66266, 0.56693], [0.45935, -0.08800, 0.05590], [1.37444, 0.52739, -0.71609], [0.69964, -1.52062, 0.61276], [1.46398, -2.44625, -0.29748], [-2.53056, 3.43058, -0.61716], [-3.13561, 2.36600, 0.66228], [-0.82707, 1.90371, -1.31768], [-1.51968, -0.17335, 0.57537], [-0.87873, 1.09151, 1.67189], [1.41518, 1.59025, -0.74300], [2.01441, -0.27270, -1.07779], [-0.34903, -1.88533, 0.87794], [1.30053, -1.48316, 1.54819], [0.64625, -2.82974, -0.91066], [1.96573, -3.19808, 0.36136], [2.30022, -2.05344, -0.86437]], "nbo_charge": [-0.40, -0.17, -0.51, 0.06, -0.45, -0.43, -0.62, 0.19, 0.19, 0.21, 0.22, 0.24, 0.22, 0.21, 0.20, 0.21, 0.22, 0.21, 0.21], "smiles": "C=CCC(=C)CC", "gap_ev": 10.00, "homo_energy_ev": -8.99, "relative_energy_kj_mol": 254.1}

=====

{"formula": "C7H12", "method": "ωB97M-V/def2-TZVPD", "symbols": ["C", "C", "C", "C", "C", "C", "C", "H", "H", "H", "H", "H", "H", "H", "H", "H", "H", "H", "H"], "positions_angstrom": [[1.69131, 0.38866, 1.20098], [1.46219, -0.84708, 0.77386], [0.19858, -1.45101, 0.22337], [-0.85869, -0.52866, -0.44307], [-1.72483, 0.23392, 0.56403], [-0.15832, 0.32331, -1.47570], [0.06688, 1.62998, -1.41451], [2.66422, 0.66346, 1.59492], [0.96064, 1.18310, 1.12286], [2.26067, -1.57637, 0.87614], [-0.24702, -1.97743, 1.07141], [0.47404, -2.22992, -0.50318], [-1.53875, -1.20000, -0.99071], [-2.49437, 0.82233, 0.05089], [-2.23197, -0.47845, 1.22558], [-1.14799, 0.91207, 1.20005], [0.27220, -0.23451, -2.30826], [0.67463, 2.12682, -2.16575], [-0.32340, 2.23978, -0.60292]], "nbo_charge": [-0.40, -0.17, -0.44, -0.26, -0.61, -0.16, -0.41, 0.20, 0.19, 0.19, 0.22, 0.21, 0.21, 0.21, 0.21, 0.20, 0.20, 0.20, 0.19], "smiles": "C=CC[C@@H](C)C=C", "gap_ev": 10.43, "homo_energy_ev": -9.30, "relative_energy_kj_mol": 120.7}

=====

{"formula": "C7H12", "method": "ωB97M-V/def2-TZVPD", "symbols": ["C", "C", "C", "C", "C", "C", "C", "H", "H", "H", "H", "H", "H", "H", "H", "H", "H", "H", "H"], "positions_angstrom": [[2.34973, 0.73621, -0.60089], [1.11725, 0.26856, -1.29619], [-0.06425, 0.15939, -0.68708], [-0.67297, -1.16567, -0.79171], [-1.10366, -1.53662, 0.41222], [-0.97183, -0.42264, 1.43799], [-0.52030, 0.79808, 0.60487], [3.09591, -0.05486, -0.74775], [2.76224, 1.68067, -0.95086], [2.16537, 0.79036, 0.47812], [1.24791, -0.30918, -2.21048], [-0.57460, -1.76824, -1.68862], [-1.46104, -2.52839, 0.65145], [-1.90387, -0.23784, 1.98292], [-0.20678, -0.67550, 2.18440], [0.26518, 1.39949, 1.07215], [-1.36122, 1.48746, 0.43970], [-2.72702, -0.16933, -0.76112], [-2.51400, 0.41576, -1.16741]], "nbo_charge": [-0.64, -0.16, -0.02, -0.20, -0.23, -0.43, -0.45, 0.22, 0.22, 0.21, 0.19, 0.22, 0.21, 0.21, 0.21, 0.22, 0.23, 0.01, -0.02], "smiles": "C/C=C1/C=CCC1.[H][H]", "gap_ev": 8.92, "homo_energy_ev": -7.82, "relative_energy_kj_mol": 256.7}

=====

{"formula": "C7H12", "method": "ωB97M-V/def2-TZVPD", "symbols": ["C", "C", "C", "C", "C", "C", "C", "H", "H", "H", "H", "H", "H", "H", "H", "H", "H", "H", "H"], "positions_angstrom": [[1.30962, 1.78998, -0.13662], [1.24150, 0.34533, -0.59948], [0.77706, -0.97341, 0.03212], [-0.32012, -1.43739, 0.97763], [-1.39320, -0.35375, 0.98035], [-1.29851, 0.23112, -0.45468], [-0.01029, -0.32799, -1.07834], [2.24103, 1.97407, 0.40936], [1.32018, 2.45233, -1.01517], [0.48046, 2.10524, 0.50153], [2.12568, 0.11334, -1.19569], [1.47574, -1.76664, -0.22452], [-0.73909, -2.26815, 0.38216], [-0.03588, -1.84627, 1.95036], [-2.38218, -0.78020, 1.18072], [-1.20538, 0.40068, 1.75302], [-1.28635, 1.32711, -0.43220], [-2.16113, -0.05374, -1.06142], [-0.13914, -0.93167, -1.96912]], "nbo_charge": [-0.62, -0.20, -0.23, -0.39, -0.41, -0.42, -0.24, 0.21, 0.21, 0.21, 0.21, 0.21, 0.19, 0.21, 0.21, 0.20, 0.21, 0.21, 0.21], "smiles": "C[C@H]1[C@H]2CCC[C@@H]12", "gap_ev": 10.43, "homo_energy_ev": -9.32, "relative_energy_kj_mol": 120.9}